C87H192N8O13 | wB97M-V/def2-TZVPD

Each line ends with the Mulliken charge.
Geometry (Å):
1 C -3.5638 -0.3151 11.7108  -1.599
2 C -4.6178 -0.2966 10.6571  1.666
3 C -5.7142 0.7218 10.9903  -1.463
4 C -5.3083 2.2301 10.8499  -0.751
5 C -4.8891 2.3575 9.4264  -1.252
6 C -3.7402 1.4679 8.8881  1.435
7 N -3.9126 0.0678 9.3659  0.293
8 O -2.9710 -0.8283 8.9739  -0.464
9 C -3.7444 1.6754 7.3368  -1.828
10 C -2.3814 2.0536 9.4730  -1.495
11 C -5.4702 -1.6014 10.5909  -1.871
12 H -3.0355 0.6380 11.7359  0.316
13 H -2.7795 -1.0300 11.4620  0.367
14 H -3.9764 -0.4673 12.7082  0.390
15 H -6.6836 0.5900 10.5099  0.406
16 H -6.0409 0.5209 12.0106  0.527
17 H -4.4852 2.5751 11.4756  0.343
18 H -6.1768 2.8304 11.1207  0.397
19 H -4.7551 3.3933 9.1147  0.455
20 H -5.7569 2.0174 8.8613  0.355
21 H -3.1945 0.8748 6.8422  0.432
22 H -4.7455 1.6454 6.9067  0.396
23 H -3.3154 2.6369 7.0547  0.348
24 H -2.6223 2.1006 10.5350  0.284
25 H -1.5059 1.4044 9.4733  0.331
26 H -2.1181 3.0465 9.1083  0.388
27 H -4.8080 -2.4661 10.6356  0.433
28 H -6.1837 -1.6829 9.7709  0.395
29 H -5.9590 -1.7165 11.5584  0.402
30 H -3.4373 -1.3155 8.2907  0.365
31 C -0.8223 0.7091 1.3549  -1.723
32 C 0.6919 0.8531 1.6782  1.196
33 C 1.3727 -0.5023 1.1200  -1.094
34 C 1.4916 -0.2887 -0.4052  -0.636
35 C 2.3938 0.9155 -0.6169  -1.220
36 C 1.8709 2.2982 -0.1219  1.757
37 N 1.3946 2.1130 1.2024  0.428
38 O 0.7755 3.2247 1.7577  -0.521
39 C 2.8869 3.3725 -0.0695  -2.054
40 C 0.7643 2.7800 -1.0915  -1.700
41 C 0.8951 0.6717 3.2076  -1.776
42 H -1.4233 -0.1388 1.6835  0.395
43 H -0.9551 0.5773 0.2811  0.301
44 H -1.3156 1.6143 1.7091  0.355
45 H 2.3820 -0.5849 1.5231  0.373
46 H 0.7513 -1.3840 1.2767  0.492
47 H 0.5805 -0.1907 -0.9954  0.284
48 H 1.8672 -1.2226 -0.8234  0.398
49 H 2.5168 0.9065 -1.6999  0.426
50 H 3.4413 0.8101 -0.3347  0.373
51 H 3.8209 3.0702 0.4041  0.403
52 H 3.2074 3.8045 -1.0175  0.409
53 H 2.7080 4.3257 0.4281  0.397
54 H 1.1162 2.8274 -2.1220  0.442
55 H -0.0604 2.0674 -1.0970  0.330
56 H 0.4495 3.8050 -0.8953  0.372
57 H 0.4219 1.4311 3.8300  0.378
58 H 1.9765 0.7302 3.3303  0.480
59 H 0.6282 -0.3613 3.4308  0.382
60 H 1.2048 3.4317 2.5911  0.352
61 C 1.1966 -9.8329 -0.6098  -1.468
62 C 0.6331 -9.8082 -2.1164  1.161
63 C -0.0928 -8.4818 -2.2717  -1.200
64 C 0.7539 -7.2486 -2.5021  -0.668
65 C 1.6778 -7.4317 -3.6541  -1.250
66 C 2.5456 -8.7508 -3.5691  1.435
67 N 1.6955 -9.9519 -3.2260  0.309
68 O 2.4128 -11.1911 -3.1717  -0.470
69 C 3.1511 -8.8842 -4.9971  -1.972
70 C 3.7854 -8.5493 -2.5919  -1.554
71 C -0.3420 -10.9856 -2.2945  -1.822
72 H 0.2785 -9.8303 -0.0223  0.427
73 H 1.8503 -8.9783 -0.4351  0.314
74 H 1.7250 -10.7783 -0.4863  0.399
75 H -0.8838 -8.5225 -3.0206  0.386
76 H -0.6939 -8.3935 -1.3667  0.450
77 H 1.4039 -7.0615 -1.6473  0.309
78 H 0.1120 -6.3900 -2.6988  0.358
79 H 2.2841 -6.5259 -3.6506  0.421
80 H 1.2748 -7.3671 -4.6648  0.484
81 H 3.3495 -7.9138 -5.4520  0.396
82 H 3.9766 -9.5689 -4.8023  0.451
83 H 2.4889 -9.4970 -5.6086  0.422
84 H 3.3023 -8.2385 -1.6656  0.367
85 H 4.3070 -9.4046 -2.1624  0.355
86 H 4.4701 -7.8246 -3.0324  0.385
87 H -1.1599 -10.8487 -1.5871  0.413
88 H 0.1181 -11.8133 -1.7547  0.401
89 H -0.6182 -11.1178 -3.3406  0.430
90 H 2.1729 -11.6667 -3.9703  0.328
91 C -7.7159 -1.0143 4.5376  -2.075
92 C -8.6064 -1.0405 3.3286  1.517
93 C -9.9306 -1.5389 3.9397  -1.284
94 C -11.0694 -1.4758 2.9558  -0.684
95 C -11.3164 -0.0833 2.5202  -1.340
96 C -10.1292 0.6885 1.9536  1.861
97 N -8.9440 0.3702 2.8331  0.122
98 O -7.8378 1.1248 2.4113  -0.463
99 C -9.8509 0.3950 0.4902  -1.807
100 C -10.4464 2.1969 2.0836  -2.027
101 C -8.0287 -2.0712 2.2499  -1.568
102 H -8.0534 -0.2701 5.2589  0.470
103 H -6.7223 -0.7328 4.1889  0.421
104 H -7.6185 -2.0387 4.8972  0.385
105 H -9.8238 -2.5726 4.2684  0.522
106 H -10.2273 -1.0528 4.8691  0.412
107 H -11.8539 -2.1477 3.3039  0.398
108 H -10.7865 -2.0088 2.0480  0.246
109 H -11.9106 0.5899 3.1381  0.473
110 H -12.0021 -0.1763 1.6780  0.422
111 H -8.9436 0.8929 0.1482  0.445
112 H -9.8496 -0.6933 0.4294  0.357
113 H -10.6075 0.8623 -0.1400  0.439
114 H -10.3891 2.5415 3.1161  0.440
115 H -9.9894 2.9577 1.4509  0.338
116 H -11.4805 2.3771 1.7898  0.463
117 H -7.6304 -2.9511 2.7551  0.459
118 H -7.0694 -1.6843 1.9060  0.439
119 H -8.7110 -2.3998 1.4660  0.278
120 H -7.4567 0.6172 1.6910  0.341
121 C -5.9015 -3.0339 -5.0096  -1.820
122 C -5.4955 -1.5371 -5.1350  1.389
123 C -4.1542 -1.3517 -4.5202  -1.083
124 C -3.1781 -0.2118 -4.9065  -0.789
125 C -3.1954 -0.0629 -6.4922  -1.374
126 C -4.6152 -0.0791 -7.1819  1.762
127 N -5.4034 -1.1866 -6.5563  0.403
128 O -6.4894 -1.5341 -7.3112  -0.459
129 C -5.2568 1.2808 -7.2541  -1.895
130 C -4.3630 -0.5092 -8.6601  -2.079
131 C -6.5530 -0.6596 -4.4907  -1.827
132 H -6.7099 -3.2081 -5.7197  0.401
133 H -5.9003 -3.2877 -3.9495  0.429
134 H -5.0623 -3.5800 -5.4403  0.408
135 H -4.3521 -1.0730 -3.4852  0.341
136 H -3.5924 -2.2847 -4.4750  0.367
137 H -2.1374 -0.3905 -4.6359  0.383
138 H -3.5388 0.7371 -4.5095  0.344
139 H -2.4911 -0.7162 -7.0073  0.521
140 H -2.6128 0.8215 -6.7499  0.468
141 H -6.3110 1.1190 -7.4790  0.384
142 H -5.1150 1.8443 -6.3319  0.369
143 H -4.7625 1.8988 -8.0036  0.471
144 H -4.2361 -1.5887 -8.7427  0.481
145 H -5.1235 -0.2648 -9.4017  0.374
146 H -3.6387 0.1589 -9.1261  0.461
147 H -6.4887 0.4160 -4.6553  0.339
148 H -6.7772 -0.8446 -3.4402  0.491
149 H -7.5344 -0.8192 -4.9373  0.378
150 H -6.0083 -2.0921 -7.9266  0.361
151 C 4.3350 -7.4716 5.6597  -1.508
152 C 5.3478 -6.5548 5.0267  1.705
153 C 5.9394 -5.6744 6.1669  -1.220
154 C 6.9133 -6.4856 7.1108  -0.773
155 C 8.0734 -7.1519 6.3115  -1.099
156 C 7.5870 -7.9503 5.0901  1.275
157 N 6.4548 -7.2896 4.2919  0.018
158 O 6.0609 -8.0092 3.1502  -0.357
159 C 8.7207 -8.3278 4.0704  -1.767
160 C 7.1806 -9.3475 5.5991  -1.632
161 C 4.6870 -5.5994 3.9403  -1.793
162 H 3.9725 -7.1465 6.6349  0.333
163 H 4.8506 -8.2271 6.2525  0.246
164 H 3.5256 -7.9217 5.0848  0.332
165 H 6.6550 -4.8857 5.9346  0.379
166 H 5.1921 -5.2741 6.8521  0.499
167 H 6.3680 -7.2007 7.7267  0.349
168 H 7.4176 -5.9480 7.9138  0.440
169 H 8.7572 -7.7641 6.8996  0.422
170 H 8.7392 -6.3642 5.9590  0.351
171 H 9.5392 -8.8428 4.5734  0.386
172 H 8.4796 -9.0097 3.2549  0.321
173 H 8.9887 -7.3947 3.5748  0.467
174 H 6.5801 -9.3342 6.5087  0.369
175 H 6.5251 -9.9241 4.9465  0.295
176 H 8.0039 -9.9846 5.9222  0.447
177 H 4.0176 -6.1327 3.2653  0.355
178 H 5.4178 -5.0045 3.3925  0.389
179 H 3.9784 -4.9888 4.4999  0.426
180 H 5.8756 -8.8909 3.4817  0.343
181 C -7.9172 6.1807 -3.5380  -2.049
182 C -7.1778 7.2486 -2.7985  1.503
183 C -5.6348 7.0002 -2.8867  -0.911
184 C -4.7960 8.1635 -2.4710  -0.784
185 C -5.2468 9.4262 -3.2784  -1.330
186 C -6.7319 9.7477 -3.2042  1.693
187 N -7.5104 8.5461 -3.4397  0.350
188 O -8.8468 8.7650 -3.6213  -0.488
189 C -7.1249 10.3403 -1.7659  -1.702
190 C -7.0095 10.8179 -4.2826  -1.874
191 C -7.6364 7.1264 -1.3211  -1.842
192 H -7.5579 6.1936 -4.5670  0.456
193 H -9.0026 6.2781 -3.5138  0.397
194 H -7.5971 5.1886 -3.2194  0.446
195 H -5.2346 6.2574 -2.1967  0.373
196 H -5.4066 6.6878 -3.9058  0.379
197 H -3.7486 7.9003 -2.6190  0.391
198 H -4.8111 8.4848 -1.4295  0.342
199 H -4.9413 9.2928 -4.3162  0.428
200 H -4.6232 10.2260 -2.8789  0.412
201 H -8.1616 10.1716 -1.4742  0.304
202 H -6.3775 9.9202 -1.0929  0.339
203 H -6.9102 11.3965 -1.6034  0.425
204 H -7.8441 11.5057 -4.1460  0.375
205 H -6.2047 11.5528 -4.2994  0.423
206 H -7.1549 10.3645 -5.2631  0.437
207 H -8.7058 7.3045 -1.2080  0.390
208 H -7.1791 7.8297 -0.6251  0.317
209 H -7.5269 6.1216 -0.9131  0.471
210 H -8.9962 8.8121 -4.5684  0.332
211 C 12.2683 0.2342 -5.0251  -1.962
212 C 11.1586 -0.6562 -4.6508  1.523
213 C 11.7933 -2.0975 -4.6340  -1.183
214 C 10.9641 -3.1818 -3.9217  -0.896
215 C 10.2817 -2.6668 -2.6170  -1.331
216 C 9.6971 -1.1748 -2.6871  1.835
217 N 10.6833 -0.2754 -3.2784  0.107
218 O 10.1065 0.9700 -3.2985  -0.487
219 C 8.2277 -1.1035 -3.2011  -1.721
220 C 9.7222 -0.6834 -1.2127  -2.081
221 C 10.1763 -0.7589 -5.8493  -1.645
222 H 13.0503 0.4699 -4.3032  0.455
223 H 12.0752 1.2577 -5.3465  0.394
224 H 12.9284 -0.0872 -5.8307  0.406
225 H 12.0550 -2.4552 -5.6299  0.447
226 H 12.6803 -2.0199 -4.0052  0.404
227 H 11.5526 -4.0993 -3.9173  0.476
228 H 10.2296 -3.6047 -4.6070  0.393
229 H 10.9947 -2.7103 -1.7937  0.459
230 H 9.4518 -3.2684 -2.2460  0.457
231 H 8.0368 -1.6926 -4.0981  0.376
232 H 7.5318 -1.4935 -2.4582  0.452
233 H 7.8845 -0.1227 -3.5302  0.368
234 H 9.4369 -1.4429 -0.4848  0.430
235 H 10.7639 -0.4104 -1.0436  0.491
236 H 9.1038 0.1891 -1.0017  0.402
237 H 9.2470 -1.3282 -5.8735  0.250
238 H 10.7136 -0.9793 -6.7717  0.405
239 H 9.7846 0.2491 -5.9857  0.418
240 H 10.6011 1.4524 -2.6319  0.359
241 C 5.2496 9.3340 4.6113  -1.171
242 C 4.4241 9.7501 3.4404  0.600
243 C 4.5835 11.2520 3.1485  -1.505
244 O 4.8671 9.1401 2.2238  -0.547
245 H 5.2068 8.2717 4.8518  0.325
246 H 4.6546 9.9270 5.3058  0.298
247 H 6.2776 9.6860 4.5260  0.283
248 H 3.4691 9.2421 3.5746  0.240
249 H 4.0885 11.9057 3.8666  0.398
250 H 4.0520 11.5247 2.2367  0.412
251 H 5.6149 11.6047 3.1502  0.384
252 H 5.2133 9.8009 1.6195  0.284
253 C 8.1015 10.0892 -4.1071  -1.267
254 C 7.0904 9.6729 -3.0225  0.577
255 C 7.3186 8.1705 -2.7851  -1.339
256 O 7.2648 10.4209 -1.8688  -0.523
257 H 8.2069 11.1210 -4.4423  0.373
258 H 7.9636 9.4849 -5.0037  0.335
259 H 9.0706 9.7964 -3.7030  0.350
260 H 6.0627 9.6435 -3.3845  0.128
261 H 6.5131 7.6289 -2.2891  0.345
262 H 8.1559 7.9251 -2.1318  0.361
263 H 7.3724 7.7084 -3.7708  0.342
264 H 7.2036 11.3588 -2.0644  0.317
265 C 4.0099 0.1720 -7.7729  -1.223
266 C 3.2434 -1.0534 -8.0707  0.728
267 C 2.7638 -1.7539 -6.7766  -1.533
268 O 2.0180 -0.9781 -8.7515  -0.567
269 H 4.8996 -0.0904 -7.2004  0.325
270 H 3.5744 0.9361 -7.1291  0.345
271 H 4.3456 0.6663 -8.6845  0.333
272 H 3.7678 -1.9274 -8.4569  0.151
273 H 2.4750 -2.8038 -6.7284  0.440
274 H 1.8822 -1.2968 -6.3270  0.347
275 H 3.5383 -1.6890 -6.0124  0.338
276 H 1.5014 -1.7841 -8.6811  0.317
277 C -2.7758 -7.2875 3.5855  -1.356
278 C -2.6208 -6.5736 4.9107  0.535
279 C -2.0087 -7.4530 6.0981  -1.214
280 O -1.6241 -5.5145 4.7785  -0.523
281 H -3.0551 -6.5031 2.8821  0.373
282 H -3.4717 -8.1096 3.4184  0.349
283 H -1.7539 -7.5519 3.3135  0.355
284 H -3.5581 -6.1577 5.2803  0.188
285 H -1.5360 -6.8528 6.8756  0.360
286 H -1.1161 -8.0006 5.7958  0.275
287 H -2.7080 -8.2044 6.4647  0.344
288 H -1.4317 -5.5740 3.8398  0.312
289 C 0.7423 9.3652 -4.3910  -1.532
290 C 1.6361 8.2268 -4.9272  0.773
291 C 0.9633 6.9706 -5.3368  -1.266
292 O 2.1383 8.8502 -6.1480  -0.555
293 H 0.4205 9.0328 -3.4041  0.360
294 H -0.1606 9.6196 -4.9460  0.399
295 H 1.2805 10.3121 -4.3492  0.433
296 H 2.4745 8.0013 -4.2681  0.147
297 H 0.2169 7.0602 -6.1260  0.312
298 H 0.2745 6.7324 -4.5263  0.311
299 H 1.6924 6.1747 -5.4878  0.305
300 H 1.8526 9.7616 -6.0519  0.315

Output
molar mass	1558.54	Da
energy above the lowest of the compared OMol25 structures with the same formula, charge and spin	266.98	kcal/mol
LUMO level	0.0	eV
F_max	5.51	eV Å⁻¹
orbital gap	7.77	eV